{
  "formula": "C11H19MoN3O4S",
  "method": "ωB97M-V/def2-TZVPD",
  "orbital_gap_ev": 6.2,
  "fmax_ev_per_a": 0.84,
  "relative_energy_kj_mol": 0.00,
  "charge": 4,
  "total_energy_ha": -1360.35093,
  "species": ["Mo", "O", "S", "O", "O", "O", "C", "C", "C", "N", "C", "C", "H", "H", "H", "H", "H", "C", "C", "N", "C", "C", "C", "C", "N", "H", "H", "H", "H", "H", "H", "H", "H", "H", "H", "H", "H", "H", "H"],
  "xyz": [[-1.68075, -0.61838, 0.37847], [-4.84785, 1.65418, -0.99328], [-4.79813, 0.28986, -0.70489], [-5.76925, -0.65357, -0.36864], [-3.36930, -0.28068, -0.70902], [-1.94491, -0.11292, 1.88595], [-1.22746, -5.26026, 0.97670], [-1.42646, -4.47112, 2.11870], [-1.45356, -3.10865, 2.01060], [-1.26543, -2.50401, 0.77901], [-1.01296, -3.28985, -0.33846], [-1.02875, -4.65172, -0.27587], [-1.21775, -6.34312, 1.06141], [-1.56679, -4.92596, 3.09320], [-1.62001, -2.45760, 2.85996], [-0.81432, -2.77324, -1.27778], [-0.86093, -5.24021, -1.17016], [0.78260, 2.04615, -2.56592], [1.85483, 1.30350, -1.77929], [1.80561, 1.59321, -0.30719], [2.92002, 2.48282, 0.18277], [2.81010, 3.89217, -0.38931], [0.90498, 1.15330, 0.49885], [0.81791, 1.50094, 1.94186], [-0.06344, 0.22463, -0.05616], [0.91046, 1.81436, -3.62344], [0.88209, 3.12339, -2.44592], [-0.23817, 1.77364, -2.28120], [2.84653, 1.61290, -2.10162], [1.84128, 0.21460, -1.91530], [3.83022, 1.98231, -0.15661], [2.91318, 2.48472, 1.26689], [2.92507, 3.91983, -1.47166], [3.63223, 4.47012, 0.03499], [1.87724, 4.37605, -0.09921], [1.66351, 1.06526, 2.48347], [-0.09678, 1.15173, 2.41000], [0.86182, 2.58442, 2.06956], [0.22335, -0.02280, -1.02147]],
  "forces_ev_per_a": [[-0.57, 0.03, 0.61], [-0.01, -0.03, -0.11], [0.31, -0.09, 0.06], [0.01, -0.03, -0.12], [0.32, 0.07, 0.57], [0.05, 0.08, -0.45], [-0.02, 0.02, -0.02], [0.00, -0.04, 0.04], [0.00, 0.03, -0.04], [-0.08, -0.26, -0.26], [-0.08, 0.13, -0.15], [0.07, 0.01, 0.16], [0.00, 0.00, 0.00], [0.00, 0.01, 0.00], [-0.01, -0.02, 0.01], [-0.02, -0.03, 0.00], [0.03, 0.01, -0.01], [-0.02, 0.03, 0.00], [0.04, -0.02, 0.03], [-0.04, -0.04, -0.02], [0.02, 0.06, -0.01], [-0.01, 0.00, 0.02], [-0.04, -0.03, 0.04], [0.01, 0.02, 0.01], [0.05, 0.08, -0.31], [0.01, 0.00, 0.00], [0.00, 0.00, 0.00], [0.00, -0.02, 0.00], [0.00, 0.00, 0.00], [-0.01, 0.00, 0.00], [0.00, 0.00, 0.00], [0.00, -0.01, 0.00], [0.00, -0.01, 0.00], [0.00, -0.01, 0.00], [0.00, 0.01, -0.01], [-0.01, -0.01, 0.00], [0.01, 0.00, -0.01], [0.00, 0.00, 0.00], [0.00, 0.06, -0.01]],
  "lowdin_charge": [1.9227, -0.0397, 0.9130, -0.0347, -0.4533, -0.1799, 0.1251, 0.0623, -0.0215, -0.1705, -0.0636, 0.0525, 0.1678, 0.1637, 0.1398, 0.1346, 0.1610, -0.0230, -0.1336, 0.0264, -0.1056, -0.0128, -0.2416, 0.0454, -0.0394, 0.1181, 0.0981, 0.0673, 0.1487, 0.1379, 0.1599, 0.1222, 0.0924, 0.1201, 0.1000, 0.1398, 0.0682, 0.1335, 0.0984]
}